C18H18BCl3CrF4N2O5Si as an isolated structure, computed with the ωB97M-V functional and the def2-TZVPD basis.

Last column: Löwdin charge in e.
Atoms and positions in Å:
Cr (1.3174, 0.0855, 1.1019)  0.833
O (2.6996, -3.3248, 3.4013)  -0.329
Cl (1.6248, -2.9120, 2.5501)  0.685
O (1.2581, -3.9757, 1.6561)  -0.345
O (2.1031, -1.7790, 1.7386)  -0.441
O (0.4884, -2.4878, 3.3189)  -0.338
Cl (0.2828, 4.6047, -0.7111)  0.651
C (-0.8671, 3.5155, 0.0152)  -0.588
C (-2.2217, 3.8516, -0.0355)  -0.153
C (-3.1701, 3.0125, 0.4734)  -0.619
Cl (-4.8626, 3.4646, 0.3645)  0.607
C (-2.8015, 1.7872, 1.0747)  -0.177
C (-3.7057, 0.8550, 1.6254)  -0.038
C (-3.2320, -0.2981, 2.1808)  -0.051
C (-1.8467, -0.5419, 2.1829)  -0.102
N (-0.9875, 0.3010, 1.6681)  0.115
C (-1.4290, 1.4586, 1.1240)  -0.128
C (-0.3990, 2.3201, 0.5667)  -0.409
O (0.8231, 1.9646, 0.5606)  -0.137
H (-2.5135, 4.7844, -0.4989)  0.094
H (-4.7663, 1.0679, 1.5972)  0.080
H (-3.9033, -1.0294, 2.6122)  0.096
H (-1.4328, -1.4485, 2.6087)  0.096
C (3.9526, -1.2544, -0.9658)  -0.174
Si (2.2454, -1.4886, -1.7109)  0.349
C (2.3137, -0.8755, -3.5030)  -0.186
C (1.9052, -3.3398, -1.8391)  -0.174
N (1.0950, -0.6171, -0.8219)  -0.181
C (-0.1691, -0.3853, -1.3682)  -0.388
C (-1.2272, -1.2940, -1.1935)  -0.047
C (-2.5004, -1.0248, -1.6728)  -0.114
C (-2.7661, 0.1576, -2.3540)  -0.130
C (-1.7301, 1.0625, -2.5516)  -0.102
C (-0.4569, 0.7954, -2.0722)  -0.053
H (4.7100, -1.7559, -1.5765)  0.019
H (3.9989, -1.6664, 0.0435)  0.015
H (4.2054, -0.1922, -0.9132)  0.027
H (3.0221, -1.4588, -4.1003)  0.012
H (2.6124, 0.1756, -3.5397)  0.020
H (1.3288, -0.9556, -3.9715)  0.018
H (2.6754, -3.8497, -2.4283)  0.015
H (0.9404, -3.5135, -2.3257)  0.018
H (1.8669, -3.7898, -0.8450)  0.007
H (-1.0265, -2.2010, -0.6329)  0.113
H (-3.2993, -1.7373, -1.4944)  0.089
H (-3.7674, 0.3808, -2.7035)  0.083
H (-1.9209, 2.0013, -3.0605)  0.096
H (0.3420, 1.5181, -2.1899)  0.113
F (2.7812, 2.9306, 3.2388)  0.120
B (1.8326, 2.0484, 3.7419)  -1.199
F (2.1131, 1.7169, 5.0672)  0.109
F (0.5362, 2.5382, 3.6045)  0.128
F (1.9278, 0.7982, 2.9626)  -0.005

Calculated values
LUMO (alpha / beta)	4.2 / 4.2	eV
spin multiplicity	5
electronic energy	-4321.54137	a.u.
energy relative to the best compared isomer or geometry (same formula, charge and spin)	0.000	eV
F_max	0.002	Eh/bohr
total charge	-2
gap between HOMO and LUMO (alpha / beta)	0.2318 / 0.2423	hartree
HOMO level (alpha / beta)	-2.10 / -2.38	eV